Here is 2 unconnected molecules or ions with the total composition C17H30ClFN2O9PS2 in a non-equilibrium geometry from OMol25. Energies are from wB97M-V/def2-TZVPD.

The geometry in ORCA input format:
```
! RIJCOSX wB97M-V def2-TZVPD def2/J DEFGRID3
* xyz 1 1
C 5.70 -3.34 1.52
C 4.66 -2.58 1.20
C 3.69 -1.31 1.01
C 3.55 -0.32 -0.21
C 4.47 -0.62 -1.51
C 3.41 -1.05 -2.70
C 3.53 -2.60 -3.13
Cl 3.35 -3.76 -1.68
N 2.56 0.74 0.05
S 2.20 1.98 -1.10
O 1.12 1.51 -2.07
O 3.42 2.32 -1.96
F 1.76 3.43 -0.30
C 2.04 0.46 1.40
P 0.74 1.57 2.22
O 1.34 2.88 2.80
O -0.43 1.94 0.98
O -0.17 0.75 3.45
N 2.69 -0.74 1.93
C 2.45 -1.44 3.25
O 1.10 -1.93 3.29
C 0.87 -3.01 2.33
C -0.54 -2.66 1.59
O -0.86 -3.56 0.50
C -1.70 -2.92 -0.51
C -3.07 -2.29 0.07
O -3.88 -1.63 -0.97
C -4.72 -0.63 -0.27
C -4.02 0.82 -0.13
H 6.71 -3.79 1.90
H 5.18 -1.52 -1.29
H 5.04 0.32 -1.83
H 3.50 -0.34 -3.59
H 2.32 -0.91 -2.29
H 2.61 -2.83 -3.81
H 4.47 -2.86 -3.72
H -0.32 1.16 0.35
H -0.78 0.15 2.91
H 3.25 -2.22 3.52
H 2.53 -0.60 4.06
H 0.79 -4.05 2.84
H 1.67 -3.10 1.51
H -1.36 -2.74 2.42
H -0.54 -1.58 1.15
H -2.02 -3.75 -1.26
H -1.10 -2.14 -1.11
H -2.93 -1.51 0.91
H -3.77 -3.12 0.53
H -5.04 -1.01 0.79
H -5.70 -0.47 -0.88
H -4.19 1.52 -1.04
H -2.86 0.74 0.02
H -4.42 1.31 0.84
C -4.84 5.96 -1.02
S -4.44 4.43 -1.89
O -4.74 3.29 -0.96
C -2.65 4.68 -1.88
H -5.92 6.00 -0.87
H -4.35 5.98 -0.05
H -4.52 6.82 -1.62
H -2.29 4.78 -0.86
H -2.40 5.58 -2.46
H -2.18 3.81 -2.35
*
```

Results
Orbital gap: 5.3 eV
HOMO: -0.400 Ha
LUMO: -5.61 eV
M: 555.99 g/mol
DFT total energy: -3149.5213 Eh